A molecular structure, C24H38EuF4N5, computed with the ωB97M-V functional and the def2-TZVPD basis.

- E (hartree) = -2320.41797
- total charge = +2
- <S²> = 12.027
- HOMO-LUMO gap (alpha / beta) (eV) = 5.9 / 7.9
- spin multiplicity = 7

CARTESIAN COORDINATES (ANGSTROEM)
Eu1 -0.450 -0.699 0.480
C1 -1.994 -1.770 -2.729
N1 -1.749 -0.597 -1.878
C2 -3.041 0.073 -1.643
C3 -0.824 0.331 -2.575
C4 0.622 -0.114 -2.546
N2 1.062 -0.322 -1.166
C5 2.411 -0.398 -0.858
C6 2.764 -0.962 0.366
F1 1.712 -1.477 1.126
C7 4.030 -1.059 0.886
F2 4.193 -1.618 2.086
C8 5.099 -0.583 0.159
C9 4.809 -0.028 -1.073
F3 5.787 0.449 -1.830
C10 3.517 0.077 -1.569
F4 3.358 0.646 -2.773
H1 -2.552 -1.483 -3.625
H2 -2.577 -2.519 -2.190
H3 -1.053 -2.210 -3.055
H4 -3.439 0.511 -2.563
H5 -2.932 0.872 -0.909
H6 -3.768 -0.650 -1.270
H7 -0.909 1.291 -2.073
H8 -1.153 0.475 -3.611
H9 1.199 0.652 -3.061
H10 0.750 -1.032 -3.132
H11 6.115 -0.644 0.524
C11 -0.092 4.967 -1.583
C12 0.540 3.569 -1.604
C13 2.040 3.666 -1.856
C14 0.186 2.823 -0.327
C15 -1.147 2.649 0.050
C16 -1.502 2.138 1.299
C17 -0.516 1.807 2.232
C18 -0.857 1.713 3.697
C19 0.808 1.807 1.791
C20 1.149 2.313 0.537
H12 0.168 5.506 -2.494
H13 0.282 5.544 -0.734
H14 -1.180 4.939 -1.520
H15 0.097 3.020 -2.442
H16 2.540 4.226 -1.061
H17 2.220 4.200 -2.789
H18 2.520 2.690 -1.945
H19 -1.936 2.981 -0.617
H20 -2.543 2.152 1.604
H21 -1.813 1.217 3.884
H22 -0.958 2.724 4.092
H23 -0.070 1.235 4.283
H24 1.602 1.543 2.482
H25 2.196 2.362 0.267
N3 -0.282 -1.277 3.049
C21 -0.952 -2.547 3.426
C22 -2.339 -2.557 2.828
N4 -2.305 -2.491 1.343
C23 -2.099 -3.826 0.712
C24 -0.654 -4.108 0.357
N5 -0.160 -3.033 -0.529
H26 0.695 -1.303 3.330
H27 -0.691 -0.544 3.617
H28 -1.018 -2.658 4.508
H29 -0.359 -3.382 3.062
H30 -2.889 -1.684 3.186
H31 -2.890 -3.438 3.163
H32 -3.229 -2.183 1.056
H33 -2.696 -3.854 -0.202
H34 -2.482 -4.617 1.360
H35 -0.590 -5.094 -0.105
H36 -0.017 -4.132 1.239
H37 -0.596 -3.129 -1.439
H38 0.835 -3.150 -0.700